Below is 3 unconnected molecules or ions with the total composition C13H34N3O4, with properties calculated with ωB97M-V/def2-TZVPD.

Calculated values
charge = +1
spin multiplicity = 1

Atoms and positions in Å:
1 N 2.484 -3.108 -2.128
2 C 3.077 -1.963 -2.817
3 C 3.025 -2.091 -4.375
4 C 3.921 -0.938 -4.958
5 N 4.064 0.195 -3.967
6 N 4.492 1.357 -4.712
7 C 2.769 0.502 -3.286
8 C 2.193 -0.706 -2.471
9 H 3.031 -3.954 -2.256
10 H 2.568 -2.913 -1.133
11 H 4.109 -1.808 -2.430
12 H 1.989 -1.881 -4.696
13 H 3.308 -3.087 -4.738
14 H 3.460 -0.478 -5.842
15 H 4.915 -1.360 -5.161
16 H 4.817 0.009 -3.306
17 H 5.350 1.723 -4.304
18 H 3.828 2.115 -4.583
19 H 2.061 0.750 -4.098
20 H 2.868 1.397 -2.650
21 H 1.210 -0.936 -2.912
22 H 2.125 -0.523 -1.391
23 C -1.881 -3.166 3.179
24 O -0.569 -3.335 2.661
25 C -0.561 -3.771 1.311
26 C -0.304 -2.620 0.354
27 O -1.367 -1.678 0.370
28 C -1.077 -0.538 1.164
29 H -1.807 -2.582 4.096
30 H -2.532 -2.638 2.480
31 H -2.316 -4.141 3.418
32 H -1.497 -4.280 1.062
33 H 0.251 -4.499 1.213
34 H -0.245 -3.017 -0.664
35 H 0.650 -2.131 0.581
36 H -0.402 0.132 0.620
37 H -0.630 -0.809 2.122
38 H -2.012 -0.013 1.354
39 C -2.513 2.248 4.415
40 O -2.150 2.884 3.199
41 C -3.130 2.729 2.182
42 C -3.999 3.967 2.046
43 O -4.788 4.181 3.206
44 C -4.243 5.168 4.068
45 H -1.867 2.635 5.202
46 H -3.551 2.449 4.686
47 H -2.359 1.167 4.332
48 H -3.744 1.842 2.371
49 H -2.593 2.570 1.241
50 H -4.692 3.818 1.212
51 H -3.389 4.847 1.823
52 H -4.443 6.166 3.667
53 H -3.167 5.040 4.208
54 H -4.733 5.075 5.037

***

Below is 2 unconnected molecules or ions with the total composition C20H31BF3N2O, with properties calculated with ωB97M-V/def2-TZVPD.

Calculated values
charge = +1
spin multiplicity = 1

Atoms and positions in Å:
1 C -0.990 0.282 3.345
2 C -0.190 1.600 3.285
3 C 0.732 1.645 2.046
4 C -1.026 2.880 3.492
5 B -2.390 3.159 2.588
6 C -3.739 2.490 3.293
7 C -4.650 1.557 2.459
8 C -4.820 0.135 3.031
9 O -4.227 -0.860 2.170
10 C -2.221 2.819 1.021
11 F -1.154 3.469 0.422
12 F -3.287 3.205 0.238
13 F -2.047 1.489 0.675
14 H -1.065 -0.160 2.351
15 H -0.443 -0.448 3.948
16 H -1.963 0.396 3.810
17 H 0.511 1.548 4.125
18 H 0.908 2.674 1.743
19 H 1.709 1.228 2.311
20 H 0.347 1.041 1.223
21 H -1.300 2.954 4.546
22 H -0.341 3.718 3.319
23 H -2.537 4.373 2.608
24 H -4.359 3.290 3.698
25 H -3.415 1.935 4.178
26 H -5.656 1.981 2.432
27 H -4.358 1.421 1.421
28 H -5.870 -0.132 3.115
29 H -4.342 0.054 4.009
30 H -3.390 -0.478 1.897
31 C 4.593 -5.943 -1.339
32 N 3.966 -4.683 -1.807
33 C 3.512 -4.613 -3.070
34 C 2.891 -3.478 -3.534
35 C 2.723 -2.388 -2.684
36 C 3.220 -2.482 -1.387
37 C 3.839 -3.640 -0.974
38 C 2.010 -1.161 -3.115
39 C 0.904 -0.729 -2.401
40 C 0.272 0.438 -2.761
41 N 0.708 1.170 -3.791
42 C 1.762 0.762 -4.520
43 C 2.429 -0.399 -4.206
44 C 0.043 2.457 -4.122
45 H 5.430 -6.178 -1.991
46 H 3.847 -6.732 -1.375
47 H 4.943 -5.811 -0.322
48 H 3.650 -5.489 -3.687
49 H 2.522 -3.463 -4.550
50 H 3.132 -1.659 -0.691
51 H 4.233 -3.753 0.025
52 H 0.522 -1.285 -1.555
53 H -0.586 0.807 -2.211
54 H 2.061 1.397 -5.341
55 H 3.286 -0.685 -4.800
56 H -0.294 2.417 -5.154
57 H 0.762 3.259 -3.981
58 H -0.804 2.602 -3.458

***

Below is 2 unconnected molecules or ions with the total composition CH4N3O, with properties calculated with ωB97M-V/def2-TZVPD.

Calculated values
charge = +1
spin multiplicity = 1

Atoms and positions in Å:
1 C 0.689 -0.109 -0.307
2 N -2.519 -0.069 0.126
3 N 1.810 0.185 0.202
4 N -1.668 -0.783 0.197
5 O -3.351 0.705 0.038
6 H 0.350 0.385 -1.208
7 H 2.421 0.906 -0.186
8 H 2.169 -0.297 1.032
9 H 0.099 -0.922 0.107

***

Across the entries above, energy takes the values -980.5632; -1289.5224; -279.6465 Eh, respectively.